# 1
Entry from the OMol25 dataset: a molecular structure, C42H44ClFeN2OP2 at a distorted geometry (ωB97M-V with the def2-TZVPD basis set).

Geometry as XYZ:
```
93
Properties=species:S:1:pos:R:3
Fe 0.000 0.000 0.000
Cl -2.195 -0.384 -0.847
P -0.441 -1.679 1.547
P 0.249 1.557 -1.709
C 0.732 -1.845 2.940
C -0.460 -3.376 0.859
C -2.057 -1.479 2.371
C -0.727 3.100 -1.575
C 1.939 2.199 -1.983
C -0.207 0.839 -3.324
C 0.356 -1.610 4.267
C 1.293 -1.733 5.294
C 2.609 -2.091 5.005
C 2.989 -2.327 3.682
C 2.059 -2.201 2.655
H -0.669 -1.338 4.498
H 0.990 -1.550 6.321
H 3.336 -2.186 5.806
H 4.014 -2.601 3.449
H 2.360 -2.380 1.626
C -2.380 -0.210 2.870
C -3.580 -0.009 3.548
C -4.472 -1.070 3.719
C -4.159 -2.332 3.213
C -2.953 -2.539 2.543
H -1.691 0.614 2.703
H -3.826 0.977 3.930
H -5.413 -0.911 4.237
H -4.855 -3.157 3.335
H -2.716 -3.520 2.142
C -0.154 -4.484 1.663
C -0.190 -5.772 1.130
C -0.529 -5.964 -0.210
C -0.834 -4.865 -1.014
C -0.798 -3.575 -0.487
H 0.121 -4.338 2.703
H 0.052 -6.623 1.760
H -0.553 -6.968 -0.626
H -1.098 -5.010 -2.058
H -1.041 -2.717 -1.106
C 2.664 1.925 -3.148
C 3.961 2.420 -3.300
C 4.539 3.193 -2.294
C 3.818 3.471 -1.130
C 2.528 2.975 -0.973
H 2.215 1.330 -3.936
H 4.515 2.202 -4.208
H 5.548 3.577 -2.414
H 4.265 4.068 -0.341
H 1.973 3.188 -0.064
C -1.925 3.103 -0.847
C -2.685 4.269 -0.758
C -2.256 5.439 -1.386
C -1.062 5.443 -2.108
C -0.299 4.280 -2.203
H -2.256 2.188 -0.367
H -3.613 4.262 -0.193
H -2.848 6.347 -1.310
H -0.720 6.352 -2.595
H 0.635 4.291 -2.756
C -0.840 1.576 -4.329
C -1.144 0.973 -5.551
C -0.812 -0.363 -5.775
C -0.179 -1.102 -4.773
C 0.116 -0.506 -3.549
H -1.109 2.613 -4.154
H -1.645 1.547 -6.324
H -1.054 -0.831 -6.725
H 0.072 -2.146 -4.940
H 0.582 -1.077 -2.749
H -4.856 1.138 0.167
H -4.938 0.625 -0.365
C 2.988 3.316 2.063
N 3.492 2.119 1.366
C 4.956 2.058 1.174
C 5.650 1.125 2.133
C 4.869 -0.179 2.106
N 3.448 0.061 2.383
C 3.272 0.530 3.770
C 2.833 0.916 1.524
O 1.746 0.609 0.917
H 3.268 3.328 3.128
H 1.884 3.404 2.023
H 3.451 4.242 1.663
H 5.136 1.639 0.155
H 5.447 3.053 1.212
H 5.670 1.577 3.143
H 6.706 0.964 1.823
H 5.317 -0.888 2.832
H 4.962 -0.639 1.096
H 3.837 -0.083 4.490
H 3.703 1.516 3.967
H 2.194 0.584 4.033
```

Summary:
E_tot, eV: -114766.2689
Highest occupied orbital energy (spin up / spin down), eV: -13.15 / -13.14
Kohn-Sham gap (spin up / spin down), eV: 7.47 / 2.64
Total charge: +2
Largest force on an atom, eV/Å: 3.82
Multiplicity: 6
ΔE to the lowest compared entry with this formula, charge and spin, kJ/mol: 0.0

=====

# 2
Entry from the OMol25 dataset: a molecular structure, C42H45As2N3O4STeTi at a distorted geometry (ωB97M-V with the def2-TZVPD basis set).

Geometry as XYZ:
```
99
Properties=species:S:1:pos:R:3
Ti -0.194 -0.025 -0.232
C 2.605 0.965 2.155
C 1.342 1.688 2.610
As -0.167 0.468 2.601
C -1.676 1.579 3.077
C -2.821 0.924 3.530
C -3.979 1.640 3.795
C -4.000 3.018 3.595
C -2.855 3.672 3.165
C -1.690 2.955 2.907
C 0.116 -0.357 4.332
C 0.123 -1.735 4.509
C 0.348 -2.283 5.766
C 0.565 -1.445 6.850
C 0.531 -0.065 6.679
C 0.301 0.482 5.424
As 2.398 -0.012 0.445
C 4.094 0.410 -0.358
C 5.229 -0.181 0.181
C 6.473 0.138 -0.347
C 6.575 1.043 -1.396
C 5.434 1.642 -1.914
C 4.189 1.328 -1.395
C 2.687 -1.866 0.975
C 2.459 -2.285 2.279
C 2.562 -3.630 2.616
C 2.882 -4.568 1.641
C 3.111 -4.151 0.333
C 3.019 -2.804 0.000
H 2.962 0.257 2.899
H 3.398 1.689 1.985
H 1.097 2.476 1.905
H 1.486 2.157 3.581
H -2.799 -0.147 3.697
H -4.857 1.133 4.176
H -4.906 3.580 3.791
H -2.860 4.750 3.040
H -0.799 3.482 2.594
H -0.032 -2.391 3.664
H 0.359 -3.358 5.900
H 0.757 -1.865 7.829
H 0.684 0.591 7.527
H 0.250 1.558 5.311
H 5.156 -0.882 1.001
H 7.360 -0.326 0.061
H 7.546 1.286 -1.804
H 5.513 2.352 -2.728
H 3.301 1.797 -1.802
H 2.205 -1.575 3.049
H 2.418 -3.939 3.646
H 2.972 -5.616 1.903
H 3.378 -4.874 -0.429
H 3.216 -2.483 -1.015
Te -0.441 2.647 -0.641
C 0.624 4.096 0.405
C 0.077 5.232 0.932
C 1.060 6.127 1.446
C 2.325 5.650 1.292
S 2.335 4.131 0.506
H -0.989 5.424 0.948
H 0.831 7.082 1.900
H 3.257 6.116 1.577
O -1.574 0.461 -2.097
C -0.592 0.082 -2.761
C -0.440 -0.134 -4.233
C 1.017 -0.601 -4.358
C 1.560 -0.609 -2.937
O 2.647 -0.955 -2.575
N 0.541 -0.156 -2.074
H -0.648 0.804 -4.749
H -1.165 -0.868 -4.581
H 1.634 0.053 -4.973
H 1.109 -1.605 -4.765
O -1.070 -2.183 -1.313
C -0.758 -2.604 -0.209
O -0.145 -1.878 0.661
C -1.139 -4.008 0.248
N -1.336 -3.928 1.746
C -2.812 -3.695 1.931
C -3.412 -4.635 0.900
C -2.477 -4.506 -0.323
H -0.290 -4.658 0.041
H -0.756 -3.155 2.083
H -1.047 -4.789 2.206
H -2.997 -2.649 1.689
H -3.103 -3.886 2.961
H -4.442 -4.380 0.668
H -3.403 -5.657 1.283
H -2.841 -3.775 -1.040
H -2.363 -5.451 -0.845
C -5.802 -0.095 0.231
C -4.646 0.811 -0.218
C -3.342 0.255 0.132
N -2.325 -0.175 0.442
H -6.740 0.325 -0.122
H -5.842 -0.161 1.319
H -5.698 -1.099 -0.180
H -4.712 1.795 0.247
H -4.648 0.954 -1.299
```

Summary:
E_tot, eV: -219854.6904
Highest occupied orbital energy (spin up / spin down), eV: -12.34 / -12.34
Kohn-Sham gap (spin up / spin down), eV: 6.24 / 6.23
Total charge: +2
Largest force on an atom, eV/Å: 1.39

=====

# 3
Entry from the OMol25 dataset: a molecular structure, C42H45AsGeN2O3S4SbSeW at a distorted geometry (ωB97M-V with the def2-TZVPD basis set).

Geometry as XYZ:
```
101
Properties=species:S:1:pos:R:3
W 0.029 -0.982 -0.936
C 1.714 3.037 1.116
O 0.852 1.925 1.144
C -0.469 2.142 1.399
C -0.981 3.343 1.860
C -2.345 3.473 2.120
C -3.180 2.389 1.923
C -2.666 1.184 1.463
C -1.311 1.035 1.178
N -0.773 -0.188 0.788
N -1.682 -1.050 0.157
C -1.706 -2.400 0.641
C -0.503 -3.064 0.752
O 0.612 -2.389 0.404
C -0.446 -4.420 1.143
C -1.608 -5.095 1.368
C -2.869 -4.468 1.196
C -4.082 -5.172 1.380
C -5.288 -4.563 1.175
C -5.335 -3.214 0.765
C -4.183 -2.502 0.582
C -2.922 -3.107 0.803
H 1.819 3.499 2.103
H 1.366 3.788 0.399
H 2.682 2.655 0.795
H -0.323 4.185 2.026
H -2.735 4.417 2.479
H -4.241 2.473 2.126
H -3.310 0.330 1.311
H 0.522 -4.898 1.219
H -1.586 -6.142 1.648
H -4.036 -6.214 1.679
H -6.208 -5.118 1.314
H -6.294 -2.742 0.586
H -4.204 -1.475 0.242
S 0.626 -3.295 -4.902
As -0.110 -3.047 -2.898
S -1.550 -1.376 -2.649
S 2.450 -1.444 -1.867
S -1.032 -4.988 -3.129
C 1.689 0.631 -3.677
C 1.708 -0.027 -2.342
O 1.124 0.661 -1.372
H 2.386 1.472 -3.630
H 0.685 1.025 -3.839
H 1.981 -0.044 -4.477
C 6.015 -3.980 2.839
C 5.064 -3.729 3.819
C 4.128 -2.719 3.639
C 4.126 -1.949 2.479
C 5.078 -2.218 1.498
C 6.021 -3.222 1.677
Sb 2.765 -0.320 2.109
C 3.667 0.988 3.567
C 4.465 2.038 3.117
C 5.111 2.885 4.009
C 4.962 2.694 5.374
C 4.169 1.653 5.840
C 3.529 0.809 4.943
C 1.160 -0.908 3.390
C 0.752 -2.228 3.538
C -0.419 -2.533 4.218
C -1.199 -1.518 4.753
C -0.800 -0.195 4.614
C 0.375 0.104 3.940
H 6.744 -4.768 2.978
H 5.051 -4.321 4.727
H 3.394 -2.530 4.415
H 5.078 -1.647 0.575
H 6.753 -3.421 0.903
H 4.591 2.201 2.051
H 5.729 3.693 3.637
H 5.460 3.353 6.074
H 4.047 1.499 6.905
H 2.906 0.006 5.320
H 1.329 -3.026 3.087
H -0.738 -3.565 4.299
H -2.126 -1.756 5.261
H -1.413 0.606 5.007
H 0.661 1.145 3.819
C -0.107 3.817 -4.893
Ge -1.639 2.734 -5.465
C -2.758 3.823 -6.657
C -1.024 1.163 -6.459
C -2.732 2.136 -3.942
Se -1.888 2.024 -2.188
C -1.597 3.912 -1.792
H 0.587 3.939 -5.726
H 0.420 3.338 -4.068
H -0.431 4.807 -4.568
H -2.191 4.134 -7.536
H -3.112 4.717 -6.141
H -3.627 3.255 -6.991
H -0.586 1.464 -7.412
H -1.866 0.498 -6.661
H -0.284 0.588 -5.903
H -3.008 1.097 -4.138
H -3.659 2.705 -3.857
H -0.595 4.230 -2.071
H -1.740 4.022 -0.718
H -2.336 4.522 -2.310
```

Summary:
E_tot, eV: -287813.1889
Highest occupied orbital energy (spin up / spin down), eV: -4.61 / -4.58
Kohn-Sham gap (spin up / spin down), eV: 6.62 / 5.91
Total charge: -1
Largest force on an atom, eV/Å: 1.11
Multiplicity: 3
ΔE to the lowest compared entry with this formula, charge and spin, kJ/mol: 163.1

=====

# 4
Entry from the OMol25 dataset: a molecular structure, C42H45Cl4N8O8S2V at a distorted geometry (ωB97M-V with the def2-TZVPD basis set).

Geometry as XYZ:
```
110
Properties=species:S:1:pos:R:3
V -0.275 0.433 0.766
C 3.297 3.676 0.974
N 3.089 2.401 1.640
C 4.331 1.654 1.705
C 2.597 2.575 3.006
C 1.326 3.361 3.210
C 1.442 4.631 3.770
C 0.342 5.398 4.118
C -0.919 4.853 3.920
C -1.059 3.591 3.366
C 0.047 2.813 2.975
H 4.026 4.316 1.507
H 2.356 4.218 0.895
H 3.673 3.501 -0.038
H 5.046 2.101 2.418
H 4.810 1.635 0.726
H 4.134 0.625 2.022
H 3.389 3.084 3.583
H 2.461 1.584 3.442
H 2.440 5.023 3.946
H 0.467 6.386 4.545
H -1.806 5.407 4.205
H -2.052 3.189 3.248
S 0.295 -0.088 -3.737
C 0.063 -1.709 -3.171
C 0.069 -2.891 -3.906
C -0.093 -4.080 -3.221
C -0.233 -4.080 -1.828
C -0.256 -2.899 -1.110
C -0.136 -1.693 -1.794
N -0.167 -0.400 -1.232
C 0.093 0.514 -2.124
C 0.148 1.928 -1.773
C 0.260 2.908 -2.766
C 0.161 4.236 -2.415
C -0.080 4.550 -1.076
C -0.168 3.562 -0.109
C -0.019 2.191 -0.396
H 0.226 -2.879 -4.977
H -0.080 -5.016 -3.763
H -0.293 -5.019 -1.292
H -0.332 -2.911 -0.029
H 0.409 2.626 -3.806
H 0.248 5.014 -3.164
H -0.196 5.589 -0.783
H -0.357 3.883 0.905
C 3.414 -5.426 -3.926
C 4.389 -4.666 -3.026
S 3.470 -3.578 -1.955
O 2.939 -2.511 -2.781
O 2.582 -4.396 -1.178
C 4.763 -2.867 -0.946
C 4.416 -2.531 0.510
N 3.043 -2.152 0.778
C 2.495 -0.951 0.441
N 1.302 -0.836 0.964
C 1.035 -2.002 1.674
C 2.124 -2.830 1.588
N 2.299 -4.060 2.154
O 1.271 -4.571 2.732
O 3.464 -4.647 2.104
C 3.088 -0.019 -0.556
H 3.960 -6.003 -4.672
H 2.750 -4.731 -4.445
H 2.798 -6.103 -3.335
H 5.070 -4.032 -3.599
H 4.955 -5.335 -2.375
H 5.072 -1.990 -1.517
H 5.572 -3.601 -0.945
H 5.068 -1.711 0.813
H 4.594 -3.395 1.140
H 0.111 -2.190 2.195
H 4.172 0.045 -0.454
H 2.663 0.974 -0.411
H 2.874 -0.367 -1.573
N -3.527 -3.453 0.050
C -3.196 -2.118 0.028
N -3.419 -1.463 -1.152
O -2.789 -1.540 1.029
H -3.521 -3.970 -0.813
H -3.178 -3.942 0.858
H -3.419 -1.980 -2.015
H -3.027 -0.534 -1.186
C -4.411 2.595 -2.269
C -5.347 1.536 -1.749
C -6.027 0.668 -2.592
C -6.838 -0.330 -2.071
Cl -7.667 -1.417 -3.162
C -6.975 -0.494 -0.709
C -6.307 0.372 0.148
C -5.520 1.385 -0.372
O -4.911 2.335 0.399
C -4.322 1.967 1.626
C -2.967 1.313 1.489
O -2.493 1.008 2.649
O -2.366 1.220 0.420
H -4.311 2.522 -3.352
H -3.426 2.488 -1.809
H -4.766 3.597 -2.017
H -5.909 0.760 -3.665
H -7.585 -1.297 -0.313
H -6.403 0.234 1.217
H -4.958 1.348 2.257
H -4.152 2.904 2.152
Cl -1.874 -1.606 4.133
C -0.926 -0.099 4.050
Cl -1.593 0.993 5.368
Cl 0.738 -0.449 4.539
C -1.015 0.585 2.661
N -0.068 1.551 2.389
```

Summary:
E_tot, eV: -170033.9008
Highest occupied orbital energy (spin up / spin down), eV: -2.68 / -5.22
Kohn-Sham gap (spin up / spin down), eV: 4.53 / 7.06
Total charge: -1
Largest force on an atom, eV/Å: 1.28
Multiplicity: 4
ΔE to the lowest compared entry with this formula, charge and spin, kJ/mol: 76.2